(1)
Molecular formula: C5H12NO
Method: DFT, ωB97M-V/def2-TZVPD

```
19
Properties=species:S:1:pos:R:3:forces:R:3:mulliken_charge:R:1
C -0.2514 -0.1804 0.8765 0.31 -1.00 -0.39 -0.9586
N 0.9721 -0.9670 0.5687 -0.08 0.27 -0.19 -0.4318
C 0.6708 -2.1686 -0.3095 0.09 0.09 0.15 -0.5501
O -0.3304 -2.9487 0.0803 -0.03 -0.06 -0.03 -0.8895
C -0.6992 0.6367 -0.3327 1.82 -0.28 0.02 -0.6860
C 0.2166 1.8707 -0.5874 -1.42 -0.10 0.04 -0.6263
C -0.5188 3.1930 -0.3090 0.44 0.15 0.07 -4.6769
H -0.0029 0.4556 1.7281 -0.28 0.16 0.06 0.5542
H -1.0207 -0.9259 1.1246 -0.20 0.35 0.24 0.4513
H 1.2692 -1.3817 1.4451 -0.02 0.00 0.13 0.2255
H 1.6727 -2.6791 -0.3373 0.05 0.00 -0.02 0.3243
H 0.5602 -1.7210 -1.3291 -0.07 -0.06 -0.04 0.2152
H -0.7125 -0.0636 -1.1710 0.10 0.14 -0.14 0.3123
H -1.6850 0.9772 -0.2244 -1.50 0.55 0.37 0.6650
H 0.4760 1.9176 -1.6469 0.58 -0.14 0.12 0.6211
H 1.0717 1.7794 0.0778 0.38 0.04 -0.38 0.3751
H -0.8610 3.3150 0.7263 -0.09 -0.21 0.01 0.4638
H 0.1486 4.0400 -0.4952 0.07 0.24 -0.02 1.8418
H -1.3814 3.3562 -0.9607 -0.16 -0.13 -0.02 0.7697
```
Positions in Å, forces in eV/Å.

Its multiplicity is 2. As for the net charge: -2. The HOMO energy (spin up / spin down) comes out at 4.03 / -0.19 eV. Its LUMO energy (spin up / spin down) is 0.2555 / 0.2536 hartree. The energy relative to the best compared isomer or geometry (same formula, charge and spin) comes out at 0.0 kJ/mol.


(2)
Molecular formula: C3H5N3O
Method: DFT, ωB97M-V/def2-TZVPD

```
12
Properties=species:S:1:pos:R:3:forces:R:3:mulliken_charge:R:1
O 1.2783 1.1947 1.2126 0.23 0.11 0.33 -0.4300
N 0.7211 0.8449 -0.0151 -0.41 -0.18 -0.11 -0.1027
C -0.7496 0.8111 -0.1134 -0.44 0.33 0.39 -0.6009
C -0.7562 -0.6102 -0.7256 2.00 1.13 -0.36 -0.0017
N -0.7299 -1.6021 0.3088 0.77 -0.75 1.42 -0.2573
N 0.5054 -1.5055 0.6066 -1.33 -0.76 0.43 -0.3898
C 0.8295 -0.5489 -0.4207 -1.11 0.31 -2.14 0.0269
H 1.0134 0.5515 1.8957 -0.10 -0.01 -0.29 0.3469
H -1.2707 0.8797 0.8469 0.00 0.04 -0.04 0.3114
H -1.1008 1.5788 -0.7993 -0.11 0.02 0.07 0.2715
H -1.3184 -0.7997 -1.6304 0.10 -0.07 -0.05 0.4103
H 1.5778 -0.7943 -1.1660 0.41 -0.16 0.35 0.4154
```
Positions in Å, forces in eV/Å.

As for the net charge: 0. The HOMO energy comes out at -9.41 eV. Its SMILES is ON1C[C@@H]2N=N[C@@H]21. Its LUMO energy is 0.0069 hartree. The energy relative to the best compared isomer or geometry (same formula, charge and spin) comes out at 567.1 kJ/mol.


(3)
Molecular formula: C58H43BF3NOP2STi
Method: DFT, ωB97M-V/def2-TZVPD

```
111
Properties=species:S:1:pos:R:3:forces:R:3:mulliken_charge:R:1
Ti 0.5441 -1.4992 -0.8310 0.28 0.66 -0.18 -0.8074
O -1.4007 -1.8262 -0.6265 0.17 -0.44 -0.30 -0.8731
S -1.3636 -0.5391 0.2443 -0.12 1.22 0.17 1.7082
C -1.9364 -0.6166 1.9064 -0.48 -0.06 0.05 1.4032
C -3.2491 -0.2021 2.1515 0.98 0.44 0.09 -0.8536
C -3.7180 0.1347 3.4189 -2.44 0.14 -0.42 -1.3496
C -2.9220 -0.0959 4.4832 0.33 0.39 1.59 0.0763
C -3.1526 0.1248 6.0038 0.51 -2.76 -1.25 -0.8117
C -1.7939 -0.3197 6.6499 -0.70 -0.17 -0.36 -0.9604
C -0.8982 -0.5767 5.4707 0.66 -0.44 0.60 0.2679
C 0.4234 -0.9311 5.5031 0.13 -0.36 -1.35 -1.4328
C 1.0515 -1.2816 4.2585 -1.86 0.16 0.16 -0.4688
C 0.3571 -1.2802 3.0386 -0.48 0.10 0.38 0.2107
P 1.0671 -2.1270 1.5920 0.63 -0.14 0.18 2.4262
C 0.2172 -3.7319 1.4514 -0.25 -1.08 0.00 0.7711
C 0.8451 -4.7745 0.7133 0.17 1.83 0.54 -0.9207
C 0.1807 -5.9096 0.3930 -1.51 0.33 1.18 -1.0322
C -1.1290 -6.0574 0.8529 -0.38 -0.58 -0.32 -0.5444
C -1.8062 -5.1113 1.6005 1.08 0.53 -0.16 -1.0656
C -1.0936 -3.9558 1.9140 -0.34 1.74 0.50 -0.1515
C 2.8430 -2.4135 1.8966 -0.48 0.82 -0.70 0.6178
C 3.2968 -3.5731 2.5241 -0.30 0.17 -0.07 -0.5952
C 4.6342 -3.6944 2.7688 1.25 0.19 0.24 -0.7319
C 5.5333 -2.6572 2.3975 0.51 -2.42 1.02 -0.7076
C 5.0981 -1.5657 1.7523 -1.15 1.98 -1.10 -0.7174
C 3.7290 -1.4168 1.4602 -0.02 -0.69 0.64 -0.1296
C -1.0234 -0.8333 3.0086 0.33 0.14 -0.08 -0.8775
C -1.6121 -0.5384 4.2556 0.79 0.10 0.22 0.7166
C -2.1719 0.7654 -0.6485 0.17 -0.89 0.73 0.6693
C -3.4889 0.5826 -1.0304 0.43 -0.05 0.09 -0.1964
C -4.2257 1.6472 -1.5667 -0.82 0.14 -0.34 -1.2329
C -3.6483 2.8821 -1.6700 2.05 0.34 0.74 0.3865
C -4.1189 4.2490 -2.1059 -1.07 0.18 0.24 -0.9490
C -2.9491 5.2385 -1.8437 0.01 -0.76 -1.68 -0.8125
C -1.8240 4.3768 -1.3837 -0.04 -0.46 0.93 0.3507
C -0.5538 4.7260 -0.9913 0.09 -2.57 -0.41 -1.4600
C 0.3071 3.6377 -0.6400 0.15 0.75 0.90 0.0182
C -0.0720 2.3004 -0.4841 0.46 0.23 -0.68 -0.2799
P 1.3528 1.1061 -0.4387 -0.55 0.42 1.09 0.4544
C 2.3666 2.0841 0.7097 -0.30 -0.90 -0.06 1.3041
C 1.8909 2.1541 2.0114 -0.51 -0.29 0.02 -0.5374
C 2.5680 2.8628 2.9768 0.71 0.55 -0.09 -0.6507
C 3.7439 3.5639 2.6247 -0.95 -1.03 -1.33 -0.8418
C 4.1718 3.4948 1.2808 -0.17 0.06 1.30 -0.8427
C 3.5126 2.7408 0.3259 -0.22 -0.16 0.59 -0.3925
C 1.8653 0.9877 -2.1755 0.10 0.45 0.47 1.9850
C 0.9749 1.7506 -3.1899 0.47 1.89 -1.10 1.0305
C 1.6660 1.9123 -4.5353 0.14 0.17 -0.43 -1.4416
C 2.9722 1.6730 -4.7297 -0.85 0.16 0.24 -0.9598
C 3.7932 1.1645 -3.6451 0.82 -0.83 0.20 -0.9919
C 3.3121 0.7702 -2.4671 0.25 0.23 0.21 -0.7829
C -1.4233 1.9727 -0.7814 -1.38 0.52 0.06 -1.0035
C -2.2744 3.0157 -1.2295 0.14 1.03 -0.72 0.4247
H -3.9058 0.0276 1.3502 -0.29 -0.04 -0.72 0.6737
H -4.7719 0.5325 3.5039 1.38 -0.53 0.01 0.4169
H -3.9927 -0.5443 6.3005 0.46 0.72 0.01 0.3312
H -3.3715 1.1282 6.1879 -0.56 1.57 0.43 0.3916
H -1.8734 -1.2535 7.2271 -0.21 0.26 -0.17 0.3323
H -1.4137 0.4197 7.3430 0.19 0.23 0.00 0.4208
H 0.9431 -1.0837 6.4384 0.18 0.25 -0.04 0.5102
H 2.0410 -1.6612 4.2952 0.83 -0.21 -0.11 0.7670
H 1.8616 -4.6547 0.4158 0.62 0.11 -0.30 0.5831
H 0.6634 -6.6796 -0.1233 0.54 -1.04 -0.77 0.5897
H -1.6501 -6.9589 0.6107 -0.22 -0.48 -0.18 0.4185
H -2.8388 -5.2434 1.8974 0.16 -0.06 0.10 0.5148
H -1.5833 -3.1271 2.4965 0.44 -1.19 -0.59 0.2561
H 2.6041 -4.3603 2.7853 -0.01 -0.02 0.14 0.5768
H 5.0034 -4.5870 3.2763 0.01 0.28 -0.22 0.4596
H 6.6021 -2.7857 2.5860 -0.39 0.03 0.06 0.4179
H 5.7854 -0.7739 1.4627 -0.08 -0.20 -0.03 0.4626
H 3.3475 -0.5408 0.9450 0.14 -0.02 0.07 0.1575
H -3.9292 -0.4121 -0.9002 0.01 0.43 -0.13 0.7893
H -5.2543 1.5118 -1.8804 0.05 -0.22 0.00 0.4628
H -4.9869 4.5319 -1.4873 0.23 -0.11 -0.11 0.3464
H -4.5263 4.3076 -3.1255 0.39 -0.30 0.13 0.3005
H -3.2456 5.9372 -1.0980 -0.01 0.77 0.53 0.3185
H -2.6531 5.7703 -2.7740 -0.30 -0.10 0.65 0.2948
H -0.0756 5.6665 -1.0789 -0.14 0.99 -0.03 0.5217
H 1.3362 3.9770 -0.3968 -0.67 -0.70 -0.32 0.3854
H 0.9348 1.6716 2.2491 0.37 0.07 0.09 0.3382
H 2.1514 2.8642 3.9706 0.18 0.21 0.26 0.5031
H 4.3177 4.1304 3.3298 0.06 0.17 0.29 0.4586
H 5.0517 4.0292 1.0367 0.76 0.43 -0.40 0.5145
H 3.8218 2.6151 -0.6863 0.58 0.32 -0.52 0.7245
H 0.4962 2.7263 -2.8575 0.78 -0.96 -0.37 -0.2019
H 1.0591 2.2119 -5.3897 0.00 0.10 0.27 0.4602
H 3.4354 1.8159 -5.7016 -0.18 0.00 0.12 0.4628
H 4.8418 0.9408 -3.8238 -0.08 0.29 -0.16 0.4799
H 4.0070 0.3316 -1.7280 -0.66 0.17 -0.32 0.8099
B 4.5900 -3.0888 -1.9110 -1.06 0.44 0.56 0.3109
C 3.0090 -2.7955 -1.8718 -1.37 -0.73 0.66 0.1870
N 1.8337 -2.7095 -1.6416 2.51 -0.04 -0.38 -0.2756
H 5.0359 -1.9757 -1.6993 0.14 -0.09 -0.23 -0.0890
H 4.6779 -3.7306 -0.8568 -0.07 0.06 -0.44 -0.0922
H 4.9096 -3.6569 -2.9239 -0.08 0.16 0.16 -0.0858
F -5.0946 -0.3098 -6.6697 0.00 -0.37 0.47 -0.2498
C -5.0420 -0.1894 -5.3408 -0.66 0.80 0.52 0.8510
F -5.7548 0.9387 -5.0283 -0.44 -0.91 -0.17 -0.2638
F -5.5877 -1.2668 -4.7364 -0.66 0.37 -0.70 -0.2577
C -3.6984 -0.0127 -4.7685 1.53 -0.54 -0.23 0.4268
C -3.1996 1.2637 -4.5875 -0.20 -0.27 -0.40 -1.3920
C -1.9313 1.4197 -4.0897 -0.56 0.52 -0.82 -0.4308
C -1.1767 0.3215 -3.7927 -0.72 -0.34 0.22 1.2863
C -1.6508 -0.9772 -4.0102 0.42 0.20 0.04 -0.6312
C -2.9152 -1.1596 -4.5092 -0.96 -0.05 -0.02 -1.1456
C 0.0317 0.6018 -3.1388 2.40 -1.74 0.81 0.3190
C 0.8595 -0.1272 -2.3021 -1.49 -0.61 -0.37 -1.5644
H -3.7792 2.1180 -4.8808 -0.23 0.19 0.01 0.6390
H -1.5041 2.3991 -4.0131 0.09 0.41 0.24 0.5751
H -0.9464 -1.7757 -3.8412 -0.14 -0.40 0.07 0.7403
H -3.3683 -2.1585 -4.6681 0.57 0.75 0.03 0.4783
```
Positions in Å, forces in eV/Å.

As for the net charge: +2. The HOMO energy comes out at -12.68 eV. Its LUMO energy is -0.2422 hartree.


(4)
Molecular formula: C4H3N3O
Method: DFT, ωB97M-V/def2-TZVPD

```
11
Properties=species:S:1:pos:R:3:forces:R:3:mulliken_charge:R:1
C -2.9691 -0.2817 -0.1094 3.18 1.45 1.42 -0.1366
C -1.7221 -0.2401 0.1075 -5.83 -1.31 -0.93 -0.2145
C -0.2899 -0.3361 0.1788 -1.81 -1.77 0.59 0.4009
N 0.3784 -1.4660 0.4036 0.15 2.09 -1.07 -0.4903
N 1.7347 -1.3080 -0.1208 -3.17 -6.31 0.14 -0.1615
C 2.1620 -0.2172 -0.2390 0.88 6.14 2.08 0.0391
O 1.4873 0.8653 0.4319 3.61 -0.09 0.59 -0.3167
N 0.2763 0.8312 -0.1126 -1.44 5.11 -0.38 -0.2687
H -4.0791 0.0189 -0.0793 2.46 -0.95 -0.24 0.3385
H 3.0527 0.2116 -0.5119 2.39 -0.10 -1.34 0.4445
H -0.0312 1.9222 0.0511 -0.41 -4.26 -0.86 0.3653
```
Positions in Å, forces in eV/Å.

As for the net charge: 0. The HOMO energy comes out at -9.18 eV. Its SMILES is C#CC1=NN=CON1. Its LUMO energy is 0.0015 hartree. The energy relative to the best compared isomer or geometry (same formula, charge and spin) comes out at 651.4 kJ/mol.